This record from the Open Molecules 2025 dataset describes the molecule C14H20N2O5S2. The level of theory is ωB97M-V with the def2-TZVPD basis set.

Energy above the lowest of the compared OMol25 structures with the same formula, charge and spin = 0.0 kcal per mole
SMILES = CCOC(=O)C1CCN(C(=O)CNS(=O)(=O)c2cccs2)CC1
LUMO level = 0.53 eV
E_HOMO = -9.186 eV
HOMO-LUMO gap = 0.357 hartree

Last column: Löwdin charge in e.
Positions of all 43 atoms, in Å:
C 5.79302 0.20719 2.38436  -0.060
C 6.15789 0.47395 0.93142  -0.209
O 5.34723 -0.29846 0.04049  0.002
C 4.13910 0.18005 -0.25989  -0.472
O 3.71434 1.23338 0.13812  0.117
C 3.39669 -0.80944 -1.14353  -0.214
C 2.59461 -1.76812 -0.24778  -0.100
C 1.40854 -1.04479 0.39572  -0.129
N 0.56690 -0.48926 -0.63657  -0.054
C -0.68533 -0.85753 -0.94546  -0.473
O -1.29702 -0.38637 -1.89260  0.044
C -1.37684 -1.89367 -0.05218  -0.158
N -2.79875 -1.88241 -0.29357  -0.116
S -3.62825 -0.79012 0.65810  0.590
O -5.00756 -0.87585 0.29861  -0.275
O -3.22714 -1.03762 2.01111  -0.303
C -3.02257 0.81360 0.20759  -0.609
C -3.45153 1.61433 -0.80275  -0.140
C -2.67637 2.78822 -0.91778  -0.164
C -1.67788 2.84256 0.00284  -0.377
S -1.66930 1.46815 1.03750  1.058
C 1.25065 0.50013 -1.44736  -0.127
C 2.45957 -0.12373 -2.14324  -0.101
H 6.46799 0.75545 3.03480  0.078
H 4.77484 0.53471 2.57989  0.074
H 5.87293 -0.85470 2.60456  0.078
H 6.02830 1.53501 0.69580  0.122
H 7.18315 0.16610 0.71862  0.124
H 4.15791 -1.38408 -1.67949  0.149
H 3.23970 -2.18534 0.52665  0.124
H 2.22147 -2.58953 -0.86294  0.126
H 0.85057 -1.73372 1.02600  0.120
H 1.77299 -0.21872 1.01632  0.132
H -1.25232 -1.67532 1.00969  0.103
H -0.98386 -2.89308 -0.26888  0.137
H -3.01365 -1.73005 -1.27222  0.112
H -4.28803 1.36147 -1.42665  0.121
H -2.85385 3.54986 -1.65494  0.106
H -0.94414 3.61171 0.13955  0.067
H 0.53918 0.87842 -2.18247  0.126
H 1.57798 1.31709 -0.79955  0.121
H 2.99750 0.65292 -2.68757  0.126
H 2.11398 -0.86987 -2.86170  0.127

=====

This record from the Open Molecules 2025 dataset describes C4H8N2 as an isolated structure at a distorted geometry. The level of theory is ωB97M-V with the def2-TZVPD basis set.

Energy above the lowest of the compared OMol25 structures with the same formula, charge and spin = 103.2 kcal per mole
LUMO level = 0.94 eV
E_HOMO = -7.102 eV
HOMO-LUMO gap = 0.296 hartree

Last column: Löwdin charge in e.
Positions of all 14 atoms, in Å:
C -0.56868 -0.20979 0.71742  -0.357
C -0.28162 -0.03114 -0.80434  -0.254
C 0.36876 0.01935 1.94080  -0.025
C 0.47052 0.97580 -1.60861  -0.054
N -0.56788 -1.32464 -0.83737  -0.026
N -0.82162 -1.61043 0.44318  -0.023
H -1.66101 0.16371 0.83807  0.163
H 0.99586 -0.80139 1.96519  0.040
H -0.20174 0.09055 2.74582  0.006
H 0.98591 1.03443 1.73204  0.127
H 0.37738 0.58969 -2.67210  0.095
H 1.49919 1.03936 -1.47389  0.034
H 0.01518 1.96498 -1.29018  0.102
H -0.61025 -1.90049 -1.69604  0.173

=====

This record from the Open Molecules 2025 dataset describes an isolated ion of composition C2H8N3 and charge +1 at a distorted geometry. The level of theory is ωB97M-V with the def2-TZVPD basis set.

Energy above the lowest of the compared OMol25 structures with the same formula, charge and spin = 60.7 kcal per mole
SMILES = N[C@@H]1[NH2+][C@H]1N
LUMO level = -3.12 eV
E_HOMO = -14.029 eV
HOMO-LUMO gap = 0.401 hartree
Total charge = +1

Last column: Löwdin charge in e.
Positions of all 13 atoms, in Å:
N -1.33818 1.23270 0.52977  0.074
C -0.34525 0.61488 -0.28577  -0.420
N -0.67801 -0.64887 -0.85157  0.097
C 0.54837 -0.33135 0.47368  -0.119
N 1.81376 -0.68101 0.30769  0.151
H -2.24593 1.31713 0.08031  0.100
H -1.08779 2.14371 0.93751  0.114
H 0.23789 1.30653 -1.01396  0.194
H -1.24407 -1.42424 -0.31217  0.204
H -0.33489 -0.85145 -1.82148  0.165
H 0.12157 -0.77959 1.39607  0.168
H 2.15436 -1.43698 0.98652  0.177
H 2.39819 -0.46147 -0.42660  0.095

=====

This record from the Open Molecules 2025 dataset describes the molecule C6H13NO at a distorted geometry. The level of theory is ωB97M-V with the def2-TZVPD basis set.

Energy above the lowest of the compared OMol25 structures with the same formula, charge and spin = 101.9 kcal per mole
SMILES = C=C([C@H](C)N)[C@@H](C)O
LUMO level = 0.87 eV
E_HOMO = -8.516 eV
HOMO-LUMO gap = 0.345 hartree

Last column: Löwdin charge in e.
Positions of all 21 atoms, in Å:
C 1.06464 -1.98664 -0.39897  0.050
C 0.55761 -0.85077 0.03961  -0.195
C 0.69919 0.54144 0.27229  -0.302
C 0.46305 1.50784 -0.86935  -0.062
N 2.45136 0.43787 0.47632  0.001
C -1.29990 -0.82792 0.17212  -0.345
C -2.09642 0.14748 1.01546  -0.072
O -1.84107 -0.94502 -1.12187  -0.050
H 2.13547 -2.12907 -0.46515  0.057
H 0.42982 -2.85695 -0.54119  0.069
H 0.40833 0.89816 1.25573  0.126
H 1.02342 2.42684 -0.69062  0.081
H -0.59629 1.76555 -0.96660  0.065
H 0.78860 1.08538 -1.82229  0.092
H 2.81047 0.94665 1.28106  0.021
H 3.02458 0.59821 -0.34930  0.031
H -1.37764 -1.81964 0.62255  0.115
H -3.14252 -0.17675 1.07554  0.087
H -1.70355 0.20435 2.03302  0.081
H -2.11387 1.15152 0.58072  0.070
H -1.68528 -0.11854 -1.59908  0.080

=====

This record from the Open Molecules 2025 dataset describes the molecule C2H2OS2 at a distorted geometry. The level of theory is ωB97M-V with the def2-TZVPD basis set.

Energy above the lowest of the compared OMol25 structures with the same formula, charge and spin = 43.6 kcal per mole
LUMO level (spin up / spin down) = -2.20 / -2.22 eV
E_HOMO (spin up / spin down) = -9.073 / -9.058 eV
HOMO-LUMO gap (spin up / spin down) = 0.253 / 0.251 hartree

Last column: Löwdin charge in e.
Positions of all 7 atoms, in Å:
C 0.87220 0.63863 0.00647  -0.731
C 0.08343 -0.51707 -0.00906  -0.480
O -2.62746 -0.23572 0.02506  -0.517
S 0.54263 2.26010 -0.00656  0.678
S -1.49033 -1.13965 -0.01518  0.966
H 1.94013 0.41914 0.02449  0.041
H 0.67939 -1.42543 -0.02523  0.042

=====

This record from the Open Molecules 2025 dataset describes a 2-piece molecular cluster, C3H11NO overall at a distorted geometry. The level of theory is ωB97M-V with the def2-TZVPD basis set.

Energy above the lowest of the compared OMol25 structures with the same formula, charge and spin = 40.5 kcal per mole
SMILES = CCOC.N
LUMO level = 1.04 eV
E_HOMO = -9.621 eV
HOMO-LUMO gap = 0.392 hartree

Last column: Löwdin charge in e.
Positions of all 16 atoms, in Å:
C 0.70291 0.99942 -1.99581  -0.102
C -0.19881 0.03304 -1.30564  -0.313
O -0.08790 0.15790 0.07355  -0.236
C 1.05921 0.49522 0.87371  -0.105
H 0.52363 0.87067 -3.04733  0.059
H 0.58589 2.08042 -1.85652  0.079
H 1.82831 0.69029 -1.74622  0.119
H -0.06997 -0.98676 -1.67586  0.116
H -1.23441 0.27416 -1.54080  0.117
H 1.09024 0.16563 1.92914  0.080
H 1.09439 1.59174 0.89762  0.085
H 2.04069 0.04411 0.62079  0.084
N -1.37758 -1.48535 2.11550  0.013
H -2.30141 -1.55102 2.50897  -0.006
H -1.07062 -2.38930 1.71536  0.025
H -1.52040 -0.82182 1.36439  -0.016

=====

> Which of these has the highest energy above the lowest of the compared OMol25 structures with the same formula, charge and spin?

C4H8N2

=====

> Number 4 is which compound?

C6H13NO

=====

> Which of these has the lowest energy above the lowest of the compared OMol25 structures with the same formula, charge and spin?

C14H20N2O5S2

=====

> Which of these has the lowest energy above the lowest of the compared OMol25 structures with the same formula, charge and spin?

C14H20N2O5S2